Molecular formula: C68H55F4NO2P2Pd
Method: DFT, ωB97M-V with the def2-TZVPD basis set

Last column: Mulliken charge in e.
Atoms and positions in Å:
C1 -6.5110 0.6687 -1.3058  -1.185
C2 -5.6912 1.4902 -0.3506  -0.174
O1 -4.3021 1.4441 -0.7820  -0.290
C3 -3.5564 2.1787 0.0751  -0.130
C4 -2.0844 2.0917 -0.2046  -0.055
N1 -1.3885 1.9603 0.8642  -0.471
C5 -0.2208 1.4230 1.1356  -0.024
C6 0.1094 1.2654 2.5413  1.141
C7 1.3088 0.6686 2.9809  -0.444
C8 1.4973 0.4519 4.3472  -0.820
C9 0.4999 0.8050 5.2685  -0.473
C10 -0.6841 1.4122 4.8311  -0.590
C11 -0.8758 1.6444 3.4723  -0.684
C12 0.6720 1.0647 0.0343  0.795
C13 1.9983 1.5239 0.0769  -0.834
C14 2.8099 1.3887 -1.0529  -1.294
C15 2.2985 0.8267 -2.2277  0.371
C16 0.9943 0.3249 -2.2536  -0.596
C17 0.2036 0.3841 -1.1083  -0.577
O2 -4.0219 2.8245 1.0019  -0.645
H1 -7.5237 0.5687 -0.8964  0.382
H2 -6.5888 1.1634 -2.2800  0.267
H3 -6.1035 -0.3397 -1.4545  0.299
H4 -6.0143 2.5446 -0.3496  0.291
H5 -5.7515 1.0760 0.6696  0.313
H6 -1.7575 1.8845 -1.2356  0.555
H7 2.0658 0.3760 2.2487  0.491
H8 2.4321 0.0018 4.6768  0.372
H9 0.6543 0.6092 6.3320  0.358
H10 -1.4631 1.7030 5.5354  0.387
H11 -1.7952 2.0940 3.0927  0.442
H12 2.3676 2.0294 0.9755  0.700
H13 3.8550 1.7133 -0.9888  0.509
H14 2.9258 0.7522 -3.1197  0.261
H15 0.5799 -0.0948 -3.1707  0.474
H16 -0.7679 -0.1020 -1.0799  0.623
F1 5.9878 7.8948 -1.5142  -0.443
C18 5.0886 7.4599 -2.4636  0.132
C19 5.3279 7.8492 -3.7812  -0.589
C20 4.3238 7.5710 -4.6889  1.831
F2 4.2890 8.2913 -5.8692  -0.480
C21 3.1192 6.8576 -4.3567  -2.667
C22 2.9632 6.3914 -2.9746  0.833
C23 1.8102 5.6232 -2.6650  0.386
C24 1.4311 5.0419 -1.4451  -0.531
C25 0.1034 4.6480 -1.1909  -0.981
C26 -0.9900 5.2018 -1.9254  0.043
C27 -2.2724 4.6245 -1.8016  -0.371
C28 -3.2336 4.8399 -2.7718  0.883
F3 -4.2828 3.9665 -2.8485  -0.398
C29 -3.1459 5.8642 -3.7174  -1.062
C30 -1.9694 6.6076 -3.6696  0.693
F4 -1.8198 7.6193 -4.6028  -0.402
C31 -0.9361 6.3648 -2.7674  -0.611
Pd1 3.8086 5.1282 -5.3214  1.041
P1 5.5604 3.7265 -5.0390  1.580
C32 6.2381 4.1240 -3.4005  0.334
C33 5.5498 3.7121 -2.2452  0.118
C34 6.0517 4.0217 -0.9804  -0.129
C35 7.2153 4.7926 -0.8649  -0.803
C36 7.8782 5.2403 -2.0110  -0.645
C37 7.4007 4.8962 -3.2762  -0.738
C38 5.2845 1.9373 -4.9693  0.143
C39 6.1325 1.1343 -4.1848  -0.700
C40 5.9509 -0.2481 -4.1460  -0.771
C41 4.9200 -0.8381 -4.8807  -0.707
C42 4.0762 -0.0489 -5.6670  -0.515
C43 4.2476 1.3354 -5.7043  -0.016
C44 6.8175 4.0567 -6.3059  0.504
C45 7.5195 3.0171 -6.9459  -0.593
C46 8.4078 3.3040 -7.9855  -0.703
C47 8.5920 4.6255 -8.4099  -0.619
C48 7.8659 5.6592 -7.8131  -0.556
C49 6.9998 5.3777 -6.7540  -0.470
P2 2.2225 4.5635 -6.8373  1.192
C50 1.6620 6.1234 -7.5910  0.754
C51 2.3381 6.6580 -8.6997  -0.700
C52 2.0508 7.9513 -9.1414  -0.634
C53 1.0955 8.7280 -8.4785  -0.747
C54 0.4210 8.2105 -7.3676  -0.564
C55 0.6920 6.9084 -6.9348  -0.947
C56 2.8061 3.4724 -8.1691  0.766
C57 2.1074 2.3151 -8.5713  -0.146
C58 2.7121 1.3964 -9.4337  -0.845
C59 4.0116 1.6134 -9.8997  -0.682
C60 4.7032 2.7717 -9.5308  -1.129
C61 4.0910 3.7083 -8.6964  -0.335
C62 0.6812 3.8498 -6.2091  0.527
C63 -0.4859 3.9854 -6.9773  -0.417
C64 -1.6846 3.4216 -6.5483  -1.044
C65 -1.7377 2.7379 -5.3325  -0.772
C66 -0.5873 2.6045 -4.5601  0.528
C67 0.6266 3.1404 -4.9916  -0.678
C68 3.9480 6.7810 -2.0437  -0.567
H17 6.2270 8.4064 -4.0498  0.466
H18 2.2360 7.0465 -4.9784  0.753
H19 1.1612 5.4701 -3.5337  -0.038
H20 2.1948 4.8359 -0.6850  0.374
H21 -0.1074 3.9534 -0.3809  0.489
H22 -2.4717 3.9881 -0.9442  0.514
H23 -3.9138 6.0326 -4.4577  0.513
H24 -0.0965 7.0687 -2.7029  0.759
H25 4.6150 3.1536 -2.3378  0.033
H26 5.5357 3.6665 -0.0814  0.480
H27 7.5979 5.0568 0.1238  0.340
H28 8.7722 5.8614 -1.9209  0.392
H29 7.9290 5.2276 -4.1688  0.337
H30 6.9332 1.5916 -3.6016  0.464
H31 6.6202 -0.8616 -3.5443  0.448
H32 4.7710 -1.9165 -4.8433  0.383
H33 3.2816 -0.5058 -6.2608  0.442
H34 3.5835 1.9617 -6.3065  -0.385
H35 7.3642 1.9820 -6.6416  0.336
H36 8.9469 2.4939 -8.4827  0.405
H37 9.2880 4.8499 -9.2200  0.367
H38 7.9604 6.6880 -8.1706  0.425
H39 6.4247 6.1869 -6.2978  0.201
H40 3.1013 6.0665 -9.2017  0.328
H41 2.5911 8.3626 -9.9968  0.425
H42 0.8836 9.7452 -8.8136  0.359
H43 -0.3044 8.8210 -6.8209  0.500
H44 0.1625 6.5177 -6.0610  0.511
H45 1.1004 2.1235 -8.1995  0.366
H46 2.1736 0.4916 -9.7268  0.425
H47 4.4952 0.8772 -10.5430  0.383
H48 5.7258 2.9479 -9.8733  0.401
H49 4.6376 4.6123 -8.4172  0.455
H50 -0.4605 4.5384 -7.9156  0.551
H51 -2.5765 3.5142 -7.1637  0.404
H52 -2.6799 2.3101 -4.9813  0.442
H53 -0.6302 2.0665 -3.6068  -0.068
H54 1.5323 3.0139 -4.3879  0.223
H55 3.7862 6.5540 -0.9918  0.473

LUMO = -2.807 eV
gap between HOMO and LUMO = 2.57 eV
max |F| = 2.00 eV/Å
total charge = 0
electronic energy = -109917.635 eV